# C35H95N10O26S

A cluster of 17 separate species, C35H95N10O26S in total (the ωB97M-V functional and the def2-TZVPD basis, the Open Molecules 2025 dataset).

The geometry in XYZ format:
```
167
C35H95N10O26S the ωB97M-V functional and the def2-TZVPD basis
C -0.51294 0.64153 -2.72060
N -0.44855 1.06817 -1.24456
C 0.22356 2.49708 -1.32784
C -1.81090 1.13074 -0.60360
C 0.38038 0.08052 -0.34138
C 1.86404 -0.21424 -0.86232
O 2.60570 0.92575 -0.40303
H 0.45903 0.70475 -3.20985
H -1.22215 1.25709 -3.27395
H -0.82240 -0.38931 -2.54824
H 0.36840 2.80607 -0.29264
H -0.39404 3.21944 -1.86156
H 1.16534 2.51193 -1.87639
H -1.70435 1.41471 0.44335
H -2.22121 0.12140 -0.63497
H -2.45180 1.82275 -1.14993
H -0.14467 -0.86467 -0.47943
H 0.27472 0.36905 0.70440
H 2.00074 -0.41649 -1.92463
H 2.33522 -1.03881 -0.32734
H 3.53002 0.66811 -0.43224
S 7.89882 -2.21217 0.42138
O 9.30297 -2.14138 0.84371
O 7.44022 -0.84746 0.15556
O 7.63854 -3.09120 -0.68350
O 7.35723 -2.76564 1.63622
C -2.96126 -0.91097 5.79284
C -4.42068 -0.65139 6.24063
O -4.42877 -0.43712 7.70762
O -2.97690 -1.19243 4.40570
H -2.55291 -1.77347 6.31956
H -2.31813 -0.06040 6.01868
H -5.10460 -1.45428 5.96547
H -4.84444 0.21025 5.72476
H -4.78675 0.43753 7.87631
H -2.26503 -1.81777 4.25143
C 7.76738 3.01558 -2.70216
C 7.62105 1.86051 -3.70636
O 6.72054 0.74629 -3.41477
O 8.66239 2.50589 -1.71021
H 6.81280 3.15603 -2.19506
H 8.00211 3.91524 -3.27104
H 8.62985 1.48393 -3.87554
H 7.31856 2.21374 -4.69215
H 7.07527 0.38087 -2.60099
H 8.29736 1.66991 -1.41107
C 4.76879 -7.08240 1.95452
C 5.30184 -7.62444 0.71561
O 6.58533 -7.16492 0.50565
O 4.37308 -5.72509 1.78318
H 5.44450 -7.11784 2.80908
H 3.86268 -7.63015 2.21343
H 4.66835 -7.65045 -0.17102
H 5.44132 -8.67693 0.96239
H 6.47378 -6.33264 0.04038
H 5.16017 -5.17585 1.80380
C -4.92510 -4.59549 -2.96003
C -5.21208 -3.96176 -4.32475
O -4.16134 -4.29361 -5.19074
O -3.82525 -3.96019 -2.32359
H -4.71220 -5.66250 -3.02534
H -5.75891 -4.46162 -2.27087
H -5.35037 -2.89482 -4.14984
H -6.14029 -4.39152 -4.70135
H -3.31012 -4.02072 -4.84070
H -3.84074 -4.28388 -1.41994
C -0.55105 -5.67340 3.83447
C -1.11578 -6.70177 2.83976
O -2.19448 -6.39910 2.04307
O -0.10576 -4.54118 3.07519
H 0.36373 -6.06426 4.28003
H -1.27887 -5.55960 4.63785
H -1.48790 -7.58764 3.35441
H -0.27128 -6.97817 2.20846
H -2.74809 -7.15588 1.83718
H 0.83606 -4.63386 2.91397
C -3.14357 6.59332 5.42543
C -3.36057 6.72972 3.92472
O -2.58985 5.71746 3.28782
O -1.86402 7.18217 5.70860
H -3.11305 5.58530 5.83903
H -3.94660 7.22054 5.81252
H -3.14667 7.73197 3.55344
H -4.42137 6.64556 3.68866
H -1.72271 6.11434 3.39802
H -1.38149 6.64393 6.34030
O -4.79519 4.77429 -4.00266
C -5.26869 5.88807 -3.96879
N -4.63962 6.88167 -3.38985
C -6.69490 6.01792 -4.35925
H -5.13956 7.68738 -3.04201
H -3.63145 6.82964 -3.35846
H -6.78746 5.67020 -5.38815
H -6.96341 7.07394 -4.38767
H -7.42829 5.58759 -3.67730
O -8.40110 -4.13546 2.95044
C -7.24846 -4.58925 2.99346
N -6.22068 -3.94975 2.51725
C -7.13303 -5.97310 3.56861
H -6.31469 -3.05732 2.05376
H -5.29584 -4.14152 2.87504
H -7.84567 -6.58156 3.01181
H -7.33603 -6.11023 4.63072
H -6.18195 -6.42703 3.29023
O 3.03979 -0.70645 5.65907
C 3.97263 -1.37264 5.23376
N 4.45374 -1.00230 4.06202
C 4.63002 -2.37494 6.01803
H 5.26368 -1.50645 3.73050
H 4.01481 -0.26330 3.53163
H 5.54422 -1.92813 6.40875
H 4.79288 -3.31714 5.49472
H 4.13440 -2.66826 6.94347
O 9.16921 0.15294 5.14310
C 9.46870 1.34332 5.00411
N 8.97958 2.09254 3.99962
C 10.29898 2.04930 6.07561
H 9.18116 3.07271 3.86276
H 8.38531 1.60425 3.34502
H 9.72077 2.88293 6.47419
H 11.28000 2.33271 5.69432
H 10.53981 1.35790 6.88311
O -2.46049 3.03162 -8.67546
C -3.18302 2.05333 -8.65776
N -4.06435 1.90754 -7.66177
C -3.17279 0.95614 -9.73589
H -4.84555 1.26996 -7.71939
H -4.09707 2.65779 -6.98639
H -3.80480 1.26847 -10.56723
H -3.48961 0.00737 -9.30282
H -2.16422 0.89102 -10.14410
O 0.49531 7.50039 -4.50333
C 0.57065 7.45078 -5.73823
N 1.69574 6.95150 -6.26077
C -0.60724 7.88858 -6.53435
H 2.45570 6.81057 -5.61061
H 1.76862 6.70131 -7.23656
H -1.51072 7.29846 -6.38083
H -0.42117 7.75743 -7.60031
H -0.83558 8.94532 -6.39554
O 0.68527 -3.88128 -4.55806
C 1.76974 -3.98441 -4.08102
N 2.85039 -3.64447 -4.66181
C 2.00432 -4.82302 -2.75948
H 3.74145 -3.93493 -4.28533
H 2.74736 -3.02943 -5.45631
H 3.07738 -4.98662 -2.66020
H 1.56432 -5.81100 -2.89519
H 1.79268 -4.38304 -1.78495
O 1.62859 5.11129 3.27942
C 2.06477 4.08607 3.79716
N 1.28704 3.03125 3.99352
C 3.49031 3.95568 4.15401
H 0.30357 3.08601 3.77016
H 1.69285 2.16885 4.32770
H 3.59015 3.57569 5.17073
H 3.96430 4.93678 4.12406
H 4.03766 3.32847 3.45038
O -7.48226 0.08532 -0.69991
C -8.39140 -0.25241 -1.46145
N -9.16560 -1.31878 -1.22001
C -8.75447 0.56844 -2.70787
H -9.74120 -1.72279 -1.94497
H -8.98339 -1.78163 -0.34100
H -8.52037 1.59279 -2.41803
H -9.83658 0.49687 -2.81743
H -8.24983 0.26992 -3.62674
```

Summary:
E_tot in Eh: -4292.38011
Max |F| in eV Å⁻¹: 5.634
Lowest unoccupied orbital energy in eV: 0.65
Kohn-Sham gap in eV: 2.055
ΔE to the lowest compared entry with this formula, charge and spin in kcal per mole: 199.8
Highest occupied orbital energy in eV: -1.41
Net charge: -1

Results of the Mulliken charge analysis, in e, for atoms 1 through 2: number 1, C, carries -1.00; number 2, N, carries -0.01